Density functional theory data (wB97M-V/def2-TZVPD) for 2 unconnected molecules or ions with the total composition C7H16N3S at a distorted geometry.

Summary:
total energy = -22811.2404 eV
charge = +1
LUMO level = -5.37 eV
HOMO energy = -9.544 eV
energy above the lowest of the compared OMol25 structures with the same formula, charge and spin = 750.74 kJ/mol

Last column: Löwdin charge in e.
Geometry (Å):
C (3.218, -1.198, 0.414)  -0.08
C (2.810, 0.172, 0.089)  -0.18
C (4.198, -1.611, 1.447)  0.17
C (5.812, -1.281, -0.749)  0.04
C (-7.420, 0.494, -0.264)  -0.16
C (-5.709, -0.873, 0.874)  -0.16
C (3.122, 2.165, -1.211)  -0.55
N (4.724, -1.639, 0.265)  0.08
N (3.405, 0.776, -0.855)  -0.01
N (-7.067, -0.701, 0.464)  -0.22
S (2.374, 3.039, 0.159)  0.76
H (2.562, -2.019, -0.004)  0.17
H (1.893, 0.557, 0.475)  0.08
H (4.264, -1.656, 2.489)  0.14
H (5.500, -1.692, -1.750)  0.12
H (5.935, -0.162, -0.757)  0.11
H (6.767, -1.738, -0.484)  0.09
H (-7.244, 1.327, 0.286)  0.04
H (-6.902, 0.687, -1.186)  0.07
H (-8.459, 0.314, -0.501)  0.08
H (-5.311, -0.046, 1.588)  0.10
H (-5.305, -1.755, 1.172)  0.03
H (-5.204, -0.697, -0.083)  0.08
H (2.477, 2.371, -2.125)  0.11
H (4.139, 2.506, -1.389)  0.08
H (-8.032, -0.912, 0.934)  0.15
H (3.452, 3.570, 0.704)  -0.14

---

Density functional theory data (wB97M-V/def2-TZVPD) for a molecular structure, C5H5N3 at a distorted geometry.

Summary:
total energy = -9734.1282 eV
charge = 0
LUMO level = 0.74 eV
HOMO energy = -9.592 eV
energy above the lowest of the compared OMol25 structures with the same formula, charge and spin = 131.27 kJ/mol

Last column: Löwdin charge in e.
Geometry (Å):
C (-0.425, -0.264, -1.754)  -0.09
C (-0.616, 0.318, 0.184)  -0.36
C (0.246, 0.205, 2.198)  -0.23
C (1.457, -0.547, 0.393)  -0.06
C (0.456, -0.179, -0.493)  -0.13
H (-0.228, 0.447, -2.530)  0.10
H (-0.598, -1.346, -2.072)  0.14
H (-1.804, 1.233, -1.331)  0.11
H (0.149, 0.562, 3.250)  0.12
H (2.323, -1.110, -0.093)  0.13
N (-1.549, 0.330, -0.929)  0.06
N (-0.793, 0.562, 1.437)  0.14
N (1.383, -0.210, 1.740)  0.07

---

Density functional theory data (wB97M-V/def2-TZVPD) for 12 unconnected molecules or ions with the total composition C23H59Br4N7O17 at a distorted geometry.

Summary:
total energy = -350193.8281 eV
charge = 0
LUMO level = -0.20 eV
HOMO energy = -9.537 eV
energy above the lowest of the compared OMol25 structures with the same formula, charge and spin = 260.57 kJ/mol
SMILES = C[N+](=O)[O-].C[N+](=O)[O-].C[N+](=O)[O-].C[N+](=O)[O-].C[N+](=O)[O-].C[N+](=O)[O-].C[N+](=O)[O-].BrCCBr.BrCCBr.CCOCC.CCOCC.CCOCC

Last column: Löwdin charge in e.
Geometry (Å):
C (23.175, -15.174, -5.729)  0.06
N (23.157, -14.478, -7.046)  -0.45
O (23.685, -13.402, -7.145)  0.06
O (22.586, -15.045, -7.961)  0.06
H (24.177, -15.555, -5.529)  0.07
H (22.475, -16.009, -5.776)  0.10
H (22.884, -14.351, -5.077)  0.09
C (21.101, -11.686, -1.890)  0.05
N (21.986, -12.747, -2.439)  -0.44
O (23.148, -12.479, -2.649)  0.00
O (21.468, -13.833, -2.697)  0.05
H (21.248, -11.749, -0.811)  0.11
H (20.078, -11.903, -2.197)  0.10
H (21.425, -10.740, -2.324)  0.10
C (24.802, -17.357, -2.217)  0.04
N (24.346, -16.907, -0.877)  -0.42
O (23.368, -16.184, -0.826)  0.02
O (24.847, -17.376, 0.181)  0.02
H (25.193, -18.363, -2.072)  0.10
H (25.714, -16.810, -2.457)  0.09
H (24.043, -17.323, -2.998)  0.10
C (26.928, -13.774, -9.341)  0.04
N (27.824, -14.549, -8.502)  -0.42
O (27.328, -15.177, -7.567)  0.03
O (29.014, -14.588, -8.793)  0.07
H (27.217, -12.733, -9.200)  0.09
H (25.893, -13.934, -9.040)  0.10
H (27.020, -14.139, -10.364)  0.11
C (30.834, -16.011, -5.920)  0.04
N (31.293, -17.449, -5.844)  -0.46
O (31.177, -18.103, -6.881)  0.04
O (31.575, -17.782, -4.761)  0.10
H (31.730, -15.470, -6.223)  0.10
H (30.434, -15.722, -4.947)  0.07
H (30.049, -15.908, -6.669)  0.07
C (26.572, -10.458, -5.454)  0.05
N (26.690, -11.123, -6.793)  -0.37
O (27.648, -11.899, -6.872)  0.04
O (26.002, -10.753, -7.782)  0.04
H (26.287, -9.427, -5.665)  0.10
H (27.491, -10.479, -4.868)  0.07
H (25.750, -11.021, -5.012)  0.10
C (27.369, -18.398, -7.063)  0.05
N (27.269, -17.710, -5.764)  -0.43
O (28.204, -17.526, -5.029)  0.08
O (26.111, -17.633, -5.398)  0.03
H (26.834, -17.788, -7.790)  0.09
H (26.960, -19.403, -6.966)  0.11
H (28.422, -18.340, -7.342)  0.09
Br (26.729, -9.136, -1.724)  0.60
C (26.623, -11.018, -1.139)  -0.66
C (25.386, -11.408, -0.263)  -0.61
Br (25.188, -13.373, -0.351)  0.66
H (27.530, -11.198, -0.562)  0.03
H (26.658, -11.589, -2.067)  0.02
H (24.457, -11.011, -0.673)  0.03
H (25.267, -11.127, 0.783)  0.06
Br (32.472, -8.842, -2.550)  0.67
C (32.984, -8.785, -4.476)  -0.65
C (34.059, -7.736, -4.597)  -0.70
Br (34.691, -7.609, -6.488)  0.58
H (32.176, -8.547, -5.167)  0.06
H (33.412, -9.753, -4.733)  0.06
H (34.878, -8.005, -3.930)  0.05
H (33.748, -6.743, -4.270)  0.05
C (30.372, -16.216, -1.055)  -0.06
C (30.605, -17.001, 0.251)  -0.26
O (29.643, -16.665, 1.228)  -0.17
C (28.827, -17.746, 1.588)  -0.28
C (27.787, -17.091, 2.504)  -0.06
H (29.422, -16.528, -1.489)  0.07
H (30.230, -15.137, -1.003)  0.04
H (31.146, -16.273, -1.821)  0.07
H (30.709, -18.078, 0.117)  0.11
H (31.604, -16.774, 0.623)  0.11
H (28.407, -18.163, 0.673)  0.11
H (29.369, -18.585, 2.026)  0.12
H (27.278, -16.236, 2.059)  0.06
H (28.265, -16.657, 3.382)  0.07
H (27.121, -17.918, 2.751)  0.07
C (28.515, -12.900, 2.137)  -0.05
C (29.687, -12.755, 1.215)  -0.28
O (29.868, -11.367, 0.944)  -0.19
C (31.062, -11.050, 0.218)  -0.26
C (32.136, -11.000, 1.289)  -0.08
H (28.647, -12.304, 3.039)  0.08
H (27.654, -12.403, 1.691)  0.05
H (28.225, -13.929, 2.353)  0.07
H (30.626, -13.164, 1.588)  0.11
H (29.578, -13.312, 0.284)  0.09
H (31.239, -11.801, -0.552)  0.11
H (30.926, -10.080, -0.258)  0.08
H (31.845, -10.615, 2.266)  0.08
H (32.922, -10.290, 1.032)  0.06
H (32.686, -11.910, 1.530)  0.07
C (29.814, -11.138, -3.020)  -0.10
C (29.528, -12.585, -3.268)  -0.22
O (28.195, -12.698, -3.870)  -0.19
C (27.799, -14.042, -3.939)  -0.27
C (26.362, -13.963, -4.425)  -0.06
H (29.221, -10.883, -2.141)  0.04
H (30.862, -11.043, -2.739)  0.01
H (29.451, -10.488, -3.816)  0.08
H (30.231, -13.001, -3.990)  0.12
H (29.518, -13.127, -2.323)  0.10
H (28.379, -14.716, -4.570)  0.10
H (27.939, -14.437, -2.932)  0.11
H (26.016, -14.984, -4.264)  0.05
H (26.331, -13.748, -5.493)  0.05
H (25.726, -13.191, -3.991)  0.06

---

Density functional theory data (wB97M-V/def2-TZVPD) for 3 unconnected molecules or ions with the total composition C24H50IN3P at a distorted geometry.

Summary:
total energy = -47551.8393 eV
charge = +1
LUMO level = -3.14 eV
HOMO energy = -9.131 eV

Last column: Löwdin charge in e.
Geometry (Å):
C (7.763, 1.509, 6.363)  -0.10
C (8.107, 2.478, 5.201)  -0.23
C (6.924, 3.287, 4.618)  -0.22
N (5.574, 2.651, 4.782)  -0.18
P (5.081, 1.763, 3.469)  0.98
C (3.398, 1.174, 3.712)  -0.43
C (2.790, 1.326, 4.943)  -0.10
C (1.519, 0.828, 5.109)  -0.05
C (0.920, 0.204, 4.045)  -0.05
C (1.508, 0.059, 2.805)  -0.06
C (2.776, 0.560, 2.645)  -0.13
C (6.195, 0.282, 3.361)  -0.80
I (5.257, -1.483, 4.194)  0.98
C (6.671, 0.047, 1.897)  -0.34
C (7.702, -1.120, 1.903)  -0.12
H (8.282, 0.561, 6.168)  0.07
H (8.135, 1.869, 7.325)  0.08
H (6.704, 1.259, 6.458)  0.05
H (8.889, 3.151, 5.564)  0.11
H (8.572, 1.898, 4.395)  0.09
H (7.112, 3.384, 3.534)  0.10
H (6.913, 4.306, 5.007)  0.12
H (4.921, 3.407, 4.981)  0.11
H (5.086, 2.491, 2.261)  0.08
H (3.345, 1.822, 5.734)  0.11
H (1.063, 0.925, 6.088)  0.12
H (-0.076, -0.210, 4.193)  0.12
H (1.027, -0.447, 1.975)  0.12
H (3.294, 0.459, 1.692)  0.11
H (7.094, 0.419, 3.964)  0.02
H (7.160, 0.977, 1.576)  0.10
H (5.827, -0.156, 1.230)  0.10
H (7.194, -2.062, 1.686)  0.07
H (8.516, -0.905, 1.210)  0.08
H (8.091, -1.234, 2.921)  0.06
C (-3.314, -0.625, -1.506)  -0.09
C (-2.582, 0.603, -0.988)  -0.27
N (-1.146, 0.415, -0.870)  -0.20
C (-0.487, 1.471, -0.124)  -0.27
C (-0.499, 2.887, -0.712)  -0.08
C (-0.462, -0.025, -2.076)  -0.25
C (-0.575, 0.852, -3.328)  -0.08
H (-3.100, -1.499, -0.889)  0.08
H (-4.391, -0.452, -1.479)  0.06
H (-3.049, -0.855, -2.540)  0.07
H (-2.983, 0.832, 0.004)  0.12
H (-2.835, 1.461, -1.629)  0.10
H (0.552, 1.177, 0.062)  0.09
H (-0.951, 1.514, 0.869)  0.11
H (0.194, 2.987, -1.545)  0.06
H (-0.182, 3.602, 0.052)  0.07
H (-1.492, 3.188, -1.044)  0.07
H (-0.829, -1.023, -2.329)  0.10
H (0.597, -0.179, -1.845)  0.11
H (-1.594, 1.200, -3.501)  0.07
H (-0.278, 0.276, -4.206)  0.07
H (0.083, 1.719, -3.281)  0.05
C (-9.236, -4.037, -4.743)  -0.09
C (-8.519, -2.798, -4.226)  -0.28
N (-7.083, -2.969, -4.104)  -0.20
C (-6.439, -1.902, -3.358)  -0.26
C (-6.469, -0.490, -3.957)  -0.09
C (-6.389, -3.404, -5.304)  -0.25
C (-6.508, -2.532, -6.561)  -0.08
H (-9.012, -4.905, -4.122)  0.08
H (-10.315, -3.876, -4.719)  0.07
H (-8.966, -4.268, -5.774)  0.06
H (-8.925, -2.571, -3.237)  0.12
H (-8.781, -1.945, -4.872)  0.10
H (-5.398, -2.181, -3.168)  0.10
H (-6.904, -1.859, -2.368)  0.11
H (-5.775, -0.386, -4.790)  0.06
H (-6.163, 0.235, -3.198)  0.06
H (-7.466, -0.204, -4.293)  0.07
H (-6.744, -4.407, -5.556)  0.10
H (-5.331, -3.545, -5.069)  0.11
H (-7.531, -2.197, -6.739)  0.07
H (-6.200, -3.109, -7.436)  0.07
H (-5.860, -1.658, -6.513)  0.05

---

Density functional theory data (wB97M-V/def2-TZVPD) for 5 unconnected molecules or ions with the total composition C30H62ClF6O3P at a distorted geometry.

Summary:
total energy = -76373.8750 eV
charge = 0
LUMO level = -0.41 eV
HOMO energy = -9.689 eV
SMILES = C[PH2](Cl)C(=O)C(F)(F)C(F)(F)C(F)(F)C(=O)O.CCCCCC.CCCCCC.CCCCCC.CCCCCC

Last column: Löwdin charge in e.
Geometry (Å):
C (1.087, -1.569, 5.083)  -0.24
P (0.452, -0.496, 3.701)  0.59
Cl (1.286, -1.899, 2.245)  0.16
C (-0.240, 0.829, 4.916)  -0.42
O (0.542, 1.472, 5.495)  0.11
C (-1.759, 1.200, 5.213)  -0.41
F (-2.158, 0.771, 6.419)  0.15
F (-1.767, 2.539, 5.324)  0.14
C (-2.794, 0.891, 4.111)  -0.38
F (-2.312, 1.273, 2.933)  0.15
F (-3.839, 1.700, 4.327)  0.15
C (-3.370, -0.574, 4.010)  -0.37
F (-4.690, -0.557, 4.265)  0.15
F (-3.264, -0.962, 2.748)  0.16
C (-2.740, -1.684, 4.889)  -0.46
O (-2.002, -2.450, 4.432)  0.17
O (-3.082, -1.834, 6.181)  0.16
H (2.001, -2.039, 4.720)  0.02
H (0.373, -2.360, 5.343)  0.05
H (1.247, -0.949, 5.972)  0.05
H (-0.771, -0.694, 3.040)  -0.01
H (1.333, 0.483, 3.204)  0.03
H (-3.750, -1.144, 6.358)  0.13
C (-4.621, 1.558, 0.752)  -0.11
C (-4.862, 2.055, -0.669)  -0.26
C (-3.589, 2.100, -1.512)  -0.23
C (-2.501, 3.048, -1.003)  -0.22
C (-2.927, 4.508, -0.855)  -0.26
C (-3.339, 5.154, -2.174)  -0.11
H (-3.955, 2.224, 1.302)  0.05
H (-5.563, 1.506, 1.302)  0.08
H (-4.180, 0.559, 0.744)  0.07
H (-5.337, 3.040, -0.640)  0.10
H (-5.577, 1.387, -1.157)  0.11
H (-3.857, 2.371, -2.538)  0.10
H (-3.167, 1.091, -1.569)  0.10
H (-1.649, 2.995, -1.691)  0.09
H (-2.129, 2.690, -0.038)  0.10
H (-2.087, 5.071, -0.439)  0.10
H (-3.743, 4.596, -0.132)  0.10
H (-2.523, 5.111, -2.900)  0.07
H (-3.596, 6.203, -2.019)  0.07
H (-4.212, 4.663, -2.609)  0.07
C (-0.582, 2.274, -4.551)  -0.10
C (-0.748, 0.892, -3.930)  -0.26
C (0.529, 0.363, -3.277)  -0.22
C (1.712, 0.158, -4.224)  -0.23
C (1.450, -0.784, -5.398)  -0.27
C (1.119, -2.209, -4.969)  -0.11
H (0.148, 2.268, -5.362)  0.07
H (-1.532, 2.619, -4.965)  0.07
H (-0.258, 3.001, -3.801)  0.05
H (-1.110, 0.190, -4.686)  0.10
H (-1.527, 0.946, -3.165)  0.08
H (0.299, -0.581, -2.773)  0.10
H (0.835, 1.056, -2.487)  0.09
H (2.557, -0.226, -3.642)  0.11
H (2.036, 1.128, -4.616)  0.09
H (2.344, -0.808, -6.027)  0.10
H (0.644, -0.394, -6.027)  0.10
H (1.929, -2.633, -4.371)  0.08
H (0.979, -2.847, -5.843)  0.07
H (0.200, -2.251, -4.381)  0.07
C (-0.289, -4.942, 1.309)  -0.13
C (-0.257, -5.477, 2.736)  -0.27
C (1.116, -5.999, 3.156)  -0.23
C (1.638, -7.186, 2.345)  -0.23
C (0.732, -8.416, 2.335)  -0.27
C (0.523, -9.026, 3.717)  -0.11
H (-0.067, -5.722, 0.578)  0.07
H (-1.280, -4.545, 1.077)  0.07
H (0.434, -4.136, 1.185)  0.00
H (-1.015, -6.257, 2.854)  0.10
H (-0.542, -4.669, 3.417)  0.09
H (1.079, -6.272, 4.216)  0.10
H (1.843, -5.183, 3.082)  0.10
H (2.618, -7.471, 2.742)  0.11
H (1.814, -6.871, 1.312)  0.10
H (1.182, -9.171, 1.685)  0.10
H (-0.238, -8.171, 1.892)  0.10
H (1.478, -9.315, 4.163)  0.07
H (-0.098, -9.921, 3.648)  0.07
H (0.024, -8.331, 4.395)  0.06
C (5.931, 2.973, -3.722)  -0.11
C (5.433, 4.361, -3.333)  -0.27
C (4.993, 4.460, -1.873)  -0.23
C (3.816, 3.561, -1.488)  -0.22
C (2.543, 3.774, -2.305)  -0.27
C (1.952, 5.172, -2.156)  -0.10
H (5.146, 2.220, -3.628)  0.06
H (6.269, 2.968, -4.760)  0.07
H (6.772, 2.671, -3.094)  0.08
H (4.617, 4.658, -3.998)  0.10
H (6.240, 5.080, -3.499)  0.10
H (4.744, 5.502, -1.650)  0.10
H (5.842, 4.212, -1.228)  0.11
H (3.589, 3.724, -0.429)  0.11
H (4.116, 2.512, -1.572)  0.10
H (1.797, 3.045, -1.976)  0.09
H (2.728, 3.565, -3.363)  0.10
H (1.722, 5.388, -1.110)  0.08
H (1.026, 5.256, -2.729)  0.06
H (2.635, 5.941, -2.523)  0.07

---

Density functional theory data (wB97M-V/def2-TZVPD) for a single C23H24N2O5 molecule at a distorted geometry.

Summary:
total energy = -37458.3068 eV
charge = 0
LUMO level = 0.65 eV
HOMO energy = -7.820 eV
energy above the lowest of the compared OMol25 structures with the same formula, charge and spin = 196.00 kJ/mol
SMILES = CCOc1ccc(CC(=O)Nc2ccc(NC(=O)c3ccco3)cc2)cc1OCC

Last column: Löwdin charge in e.
Geometry (Å):
C (7.382, -2.110, 0.029)  -0.06
C (6.093, -2.909, 0.182)  -0.24
O (5.181, -2.304, 1.082)  -0.04
C (4.687, -1.052, 0.855)  -0.20
C (4.365, -0.340, 2.004)  0.01
C (3.803, 0.921, 1.951)  -0.06
C (3.577, 1.520, 0.722)  -0.25
C (2.935, 2.873, 0.602)  -0.05
C (1.518, 2.755, 0.037)  -0.46
O (1.119, 3.438, -0.879)  0.07
N (0.790, 1.809, 0.689)  0.14
C (-0.529, 1.404, 0.469)  -0.22
C (-1.023, 0.346, 1.231)  -0.01
C (-2.320, -0.098, 1.076)  0.00
C (-3.156, 0.515, 0.146)  -0.22
N (-4.480, 0.122, -0.058)  0.14
C (-5.189, -0.862, 0.565)  -0.40
O (-4.768, -1.598, 1.435)  0.08
C (-6.574, -0.961, 0.070)  -0.18
C (-7.574, -1.817, 0.453)  0.01
C (-8.699, -1.487, -0.333)  -0.05
C (-8.306, -0.458, -1.135)  -0.11
O (-7.027, -0.130, -0.903)  0.04
C (-2.661, 1.570, -0.619)  -0.02
C (-1.364, 2.014, -0.463)  -0.01
C (3.890, 0.816, -0.435)  0.03
C (4.422, -0.465, -0.401)  -0.17
O (4.714, -1.196, -1.520)  -0.07
C (4.377, -0.704, -2.802)  -0.24
C (2.887, -0.822, -3.111)  -0.05
H (7.823, -1.918, 1.005)  0.08
H (8.089, -2.669, -0.576)  0.08
H (7.182, -1.157, -0.457)  0.07
H (5.631, -3.076, -0.794)  0.11
H (6.303, -3.877, 0.646)  0.12
H (4.562, -0.816, 2.952)  0.12
H (3.564, 1.442, 2.867)  0.11
H (2.876, 3.357, 1.579)  0.13
H (3.501, 3.520, -0.070)  0.13
H (1.279, 1.285, 1.404)  0.13
H (-0.380, -0.135, 1.954)  0.11
H (-2.693, -0.915, 1.671)  0.10
H (-4.977, 0.650, -0.764)  0.14
H (-7.495, -2.577, 1.202)  0.12
H (-9.664, -1.949, -0.306)  0.10
H (-8.827, 0.105, -1.885)  0.12
H (-3.302, 2.051, -1.344)  0.11
H (-0.992, 2.830, -1.059)  0.10
H (3.690, 1.297, -1.380)  0.12
H (4.946, -1.342, -3.485)  0.13
H (4.725, 0.328, -2.929)  0.12
H (2.703, -0.508, -4.134)  0.08
H (2.568, -1.855, -2.996)  0.08
H (2.294, -0.204, -2.441)  0.07

---

What gap between HOMO and LUMO values result from the calculations? In sequence: 4.17; 10.33; 9.33; 5.99; 9.27; 8.47 eV.